Entry 1:
Density functional theory data (the ωB97M-V functional and the def2-TZVPD basis) for one molecule with the formula C3H8N2O2 at a distorted geometry.

Geometry (Å):
C -0.44 -0.60 0.73
C -0.54 -1.90 0.05
N 0.90 0.56 -0.64
C -0.42 0.77 0.15
N 2.00 1.32 -0.16
O -1.63 0.59 -0.72
O -0.41 1.79 0.88
H -2.22 1.30 -0.43
H 1.21 -0.34 -0.99
H -0.58 -0.60 1.82
H 1.57 1.95 0.54
H 2.30 1.93 -0.92
H 0.22 -2.59 0.44
H -1.51 -2.35 0.28
H -0.44 -1.83 -1.03

The calculation puts the energy above the lowest of the compared OMol25 structures with the same formula, charge and spin at 5.6287 eV. As for the spin multiplicity: 1.

---

Entry 2:
Density functional theory data (the ωB97M-V functional and the def2-TZVPD basis) for one molecule with the formula C3H2OS at a distorted geometry.

Geometry (Å):
C 2.20 -0.55 -0.02
C 1.34 0.27 0.13
C -0.10 0.57 0.01
O -0.47 1.73 -0.06
S -1.10 -0.87 -0.01
H 2.95 -1.32 -0.25
H -2.21 -0.22 0.21

The calculation puts the energy above the lowest of the compared OMol25 structures with the same formula, charge and spin at 0.9452 eV. As for the spin multiplicity: 1.

---

Entry 3:
Density functional theory data (the ωB97M-V functional and the def2-TZVPD basis) for a 8-piece molecular cluster, H16O8 overall.

Geometry (Å):
O 0.00 0.05 -0.45
H -0.78 0.61 -0.32
H 0.70 0.64 -0.76
O 0.57 -1.78 1.73
H 0.54 -1.09 1.04
H 1.30 -2.36 1.48
O 0.94 2.46 1.61
H 1.54 1.73 1.39
H 1.17 3.16 1.00
O -4.33 -0.27 -0.24
H -4.17 -1.20 -0.05
H -3.50 0.18 -0.05
O -2.25 1.44 1.24
H -2.72 0.79 1.78
H -1.75 1.98 1.87
O -1.53 -1.99 -2.95
H -1.17 -1.24 -2.44
H -2.08 -2.46 -2.31
O 2.69 -0.65 -1.67
H 3.17 0.04 -2.16
H 2.12 -1.08 -2.32
O 3.01 0.69 0.82
H 2.93 -0.07 0.22
H 3.59 0.41 1.53

The calculation puts the energy above the lowest of the compared OMol25 structures with the same formula, charge and spin at 1.8009 eV. As for the spin multiplicity: 1.

---

What is the formula in the first record? C3H8N2O2

---

Which formula does entry 3 have? H16O8